ORCA calculation (wB97M-V/def2-TZVPD) on a molecular structure, C33H33F6MnN2O11S2Sb.

Values from the calculation:
**E_tot**: -136098.825 eV
**Net charge**: -2
**Spin multiplicity**: 6
**LUMO energy (alpha / beta)**: 0.148 / 0.148 Ha
**Highest occupied orbital energy (alpha / beta)**: -3.0 / -3.5 eV
**Energy relative to the best compared isomer or geometry (same formula, charge and spin)**: 10.49 kJ/mol

Structure (XYZ):
```
89
Properties=species:S:1:pos:R:3:forces:R:3
Sb 1.697303 0.701509 -1.467801 -0.03 -0.07 -0.35
Mn -1.242577 -0.155445 1.067753 0.27 0.17 -0.04
S -2.478903 -2.283789 3.820342 0.24 0.15 0.05
S -3.821649 -1.827247 6.141449 -0.13 0.01 -0.31
F -4.005476 -4.376135 3.262321 -0.10 -0.10 0.02
F -1.234173 -1.683393 6.836229 0.09 0.04 -0.02
F -2.217519 -3.517237 7.434158 0.09 -0.14 0.01
F -3.514665 -3.146051 1.561651 -0.04 -0.09 -0.04
F -2.623429 -1.680963 8.482372 0.01 -0.02 0.12
F -5.003163 -2.476722 2.976551 -0.09 0.03 -0.01
O -5.072684 1.202809 -0.014459 0.00 0.02 -0.03
O -1.794184 3.371804 -0.995797 0.02 0.01 0.02
O -1.766767 -1.557082 2.795893 -0.23 -0.07 0.34
O -0.798582 1.681038 0.082261 -0.09 0.02 -0.02
O -4.499037 -0.767169 6.826187 0.03 0.12 -0.12
O 0.811804 -0.748571 1.159360 0.07 -0.07 0.33
O 2.007930 -2.497922 1.913422 0.07 0.04 -0.02
O -1.752805 1.336286 2.790558 -0.14 -0.11 0.01
O -3.200585 0.068928 0.440950 -0.20 0.11 0.03
O -4.495404 -3.086309 5.970259 0.07 0.09 0.09
O -1.788592 -3.353565 4.479658 -0.02 -0.01 -0.11
N -0.960732 -2.189568 -0.093982 -0.10 0.06 0.02
N -3.183910 -1.251541 4.793594 0.05 -0.38 0.20
C 2.476194 3.289280 -2.641941 0.04 -0.06 -0.08
C -1.468329 2.722523 2.515362 -0.17 -0.02 0.05
C 4.352196 1.857523 -3.106973 0.00 -0.01 -0.03
C 3.139624 4.385233 -3.174771 0.00 -0.08 0.00
C -1.816794 0.212779 -4.970834 0.06 0.00 0.01
C -3.850035 -3.120268 2.856239 0.14 0.11 -0.03
C -0.491876 0.252111 -5.388180 0.01 0.01 0.04
C 2.338603 -3.541626 -2.633306 0.03 0.07 0.05
C 5.020873 2.973431 -3.618880 -0.03 0.01 -0.01
C -1.061745 0.383694 -2.709468 0.07 0.03 -0.06
C -2.351689 3.009978 1.292890 -0.11 0.02 0.12
C 4.432880 4.227799 -3.655965 -0.01 -0.06 0.02
C 1.058019 -1.998851 1.315385 0.11 0.34 -0.03
C 1.970082 0.362024 -5.035426 -0.06 0.02 0.04
C 3.396834 -3.951751 -1.835273 0.00 0.06 -0.01
C -1.615773 2.672591 -0.001776 0.26 -0.16 -0.13
C -2.033686 3.413709 3.759981 -0.13 -0.04 0.00
C 4.005864 -3.042358 -0.981859 0.03 -0.02 -0.04
C 0.564027 0.366107 -4.483265 0.04 -0.10 -0.03
C -2.371532 -2.208671 7.275246 -0.13 0.10 -0.08
C -3.262865 2.515010 4.076827 0.08 0.10 -0.02
C 3.576639 -1.720145 -0.904144 -0.04 0.04 0.07
C 0.278067 0.443404 -3.107909 -0.17 0.10 0.04
C -2.105925 0.271005 -3.618668 0.05 -0.01 -0.08
C -4.004980 1.066994 0.575840 0.10 -0.37 -0.18
C 3.055590 2.010161 -2.599285 0.01 0.20 0.09
C 5.067494 0.527723 -3.168662 -0.05 0.07 0.08
C 0.066234 -2.939781 0.641042 -0.23 -0.07 -0.09
C 2.536868 -1.287217 -1.741133 -0.11 -0.15 0.03
C 4.190138 -0.806093 0.126749 -0.01 -0.05 -0.10
C 1.921065 -2.215248 -2.585511 0.14 -0.04 0.07
C -3.190261 1.491257 2.945629 0.14 0.08 -0.03
C -3.611737 2.125589 1.610851 0.09 0.14 0.10
H -2.305119 4.449072 3.549377 0.01 0.01 0.02
H 1.975561 -0.063501 -6.041338 0.01 0.00 0.01
H -0.405680 2.845858 2.339942 0.07 -0.03 -0.01
H -3.160361 2.014787 5.039285 0.00 0.00 -0.01
H -0.262350 0.189851 -6.448103 -0.01 0.00 0.01
H 3.740884 -4.979166 -1.866782 -0.01 0.00 0.02
H 2.382868 1.371945 -5.090630 -0.02 -0.03 0.01
H 6.027350 2.843658 -4.006752 0.00 0.00 0.00
H -4.491391 2.752300 1.737544 -0.01 0.07 0.05
H -0.628432 -1.932468 -1.017551 -0.03 -0.06 -0.03
H -1.308940 3.403655 4.574557 -0.01 -0.02 -0.01
H 1.465483 3.430285 -2.260310 0.06 0.00 0.01
H -1.819910 -2.713202 -0.199276 -0.01 0.01 -0.04
H -3.645954 0.535771 3.170992 0.05 -0.09 -0.01
H -2.631047 4.060578 1.240074 -0.05 0.04 -0.01
H 4.978599 5.074267 -4.057800 -0.01 -0.02 -0.01
H 4.398704 -0.303908 -2.962748 0.02 0.03 -0.02
H 5.227577 -1.082741 0.328282 -0.02 0.00 -0.01
H -2.614177 0.135508 -5.701372 0.01 0.00 -0.01
H 4.170556 0.241679 -0.183135 0.05 -0.03 -0.02
H 5.881156 0.482630 -2.438579 -0.02 0.01 0.00
H 2.641081 -0.228774 -4.408848 -0.04 0.03 -0.04
H 0.635774 -3.619399 0.003988 0.01 -0.07 -0.01
H 5.505518 0.379943 -4.158591 0.01 0.00 0.00
H 3.621152 -0.897320 1.056359 -0.02 0.01 0.00
H -4.207379 3.059109 4.062351 0.00 0.00 0.03
H -3.127543 0.256092 -3.257794 0.04 -0.02 0.01
H 4.822215 -3.367093 -0.344789 -0.05 0.00 0.02
H 2.651665 5.352224 -3.208969 0.00 -0.01 0.02
H -1.317926 0.465747 -1.665088 0.02 0.09 0.11
H -0.409460 -3.522297 1.430260 -0.02 -0.03 -0.04
H 1.102168 -1.899789 -3.221306 -0.02 0.00 0.00
H 1.835095 -4.246854 -3.284947 0.02 0.02 -0.01
```
Positions in Å, forces in eV/Å.

---

ORCA calculation (wB97M-V/def2-TZVPD) on a molecular structure, C33H34AsN5O2PdS4 at a distorted geometry.

Values from the calculation:
**E_tot**: -153978.909 eV
**Net charge**: 0
**LUMO energy**: -0.055 Ha
**Highest occupied orbital energy**: -7.9 eV
**Energy relative to the best compared isomer or geometry (same formula, charge and spin)**: 139.97 kJ/mol

Structure (XYZ):
```
80
Properties=species:S:1:pos:R:3:forces:R:3
Pd 0.768946 -0.543656 -0.480825 0.69 1.49 1.30
As -1.881074 -1.533480 -0.349578 -0.52 -0.48 -0.54
S 6.304593 0.950927 0.963420 0.39 0.21 -0.26
S 1.895285 -0.483767 -2.498793 -0.38 -0.55 0.26
S 1.548216 -2.710290 0.510885 -0.49 0.49 -1.01
S 3.898601 1.086512 -0.782054 0.02 -0.55 -0.22
O 0.316326 0.182267 1.554318 -0.02 -0.53 -0.25
O -1.872494 0.620711 1.853054 0.30 0.15 0.18
N 1.549818 -1.937099 3.076030 -0.01 0.04 -0.11
N 0.519453 1.836781 -0.419916 -0.05 -0.77 -0.02
N 3.403642 -1.391366 1.812678 -0.10 -0.17 0.04
N 4.189689 -1.368260 -1.410146 -0.11 -0.36 -0.38
N 5.257580 -1.018441 -0.625212 0.14 0.44 -0.05
C 2.189787 -1.941196 1.918776 0.38 0.21 0.30
C 5.287235 0.256475 -0.136523 -0.21 0.07 0.00
C -2.310003 -0.343702 -2.854245 -0.14 0.09 0.05
C -1.229418 -2.337426 -2.014188 -0.19 -0.04 -0.04
C 6.191350 -2.069241 -0.364398 0.13 -0.25 0.06
C -0.529083 -3.528470 -2.156557 -0.05 0.08 0.03
C -4.949606 -4.487909 -0.474065 -0.02 0.00 -0.01
C -5.628768 -2.786367 1.079729 -0.03 0.04 0.02
C -0.570567 2.122250 0.531699 -0.04 -0.24 0.11
C 0.056449 -3.866106 3.521638 0.04 0.19 0.08
C -2.796569 0.552048 -3.801233 0.06 0.03 -0.06
C 5.701513 -3.372822 -0.329332 -0.07 0.07 0.03
C 6.572063 -4.425349 -0.101842 0.00 0.03 0.01
C -0.066707 -3.911023 -3.407702 0.01 -0.03 0.04
C -0.304086 -3.105033 -4.512832 0.01 -0.05 -0.07
C -3.536576 -2.577408 -0.095644 0.16 -0.01 0.09
C 5.223114 -2.018080 3.356571 -0.11 0.08 0.03
C -3.625675 1.592700 -3.411787 -0.01 -0.01 0.01
C 7.922413 -4.182681 0.100894 0.09 -0.04 0.04
C -2.658588 -0.173434 -1.508640 0.02 0.06 -0.07
C 7.544383 -1.820494 -0.174541 -0.04 0.08 -0.04
C -1.492203 -1.535475 -3.135963 0.00 -0.21 0.12
C -5.874297 -3.988960 0.430983 -0.02 -0.02 0.01
C -3.480277 0.873418 -1.119923 0.06 -0.06 0.08
C -4.458674 -2.087610 0.826872 0.19 0.03 -0.06
C -3.781778 -3.784116 -0.738791 0.03 0.08 -0.02
C -0.758601 0.876536 1.411245 -0.43 0.15 -0.04
C 3.356493 -0.409478 -1.583087 0.78 0.74 0.22
C -3.973575 1.751435 -2.075888 0.00 0.04 0.05
C 8.402428 -2.882728 0.067106 -0.06 -0.03 -0.02
C -1.026571 -1.929515 -4.386355 0.08 0.10 0.06
C 4.274375 -0.922224 2.882656 -0.05 -0.09 0.27
C 0.162603 -2.368982 3.260036 -0.11 -0.27 -0.05
H 1.947372 -1.384138 3.817636 0.06 -0.06 0.02
H 5.865086 -1.631634 4.148474 0.05 -0.01 -0.03
H -5.139088 -5.424749 -0.983026 0.00 0.00 0.01
H -0.330065 2.967302 1.181678 -0.07 0.06 -0.06
H -6.784580 -4.537686 0.636252 0.00 0.00 -0.01
H -0.234349 -1.800753 4.099690 0.02 0.05 -0.02
H 0.605600 -4.144272 4.422833 -0.02 -0.04 -0.01
H -4.628808 2.560455 -1.778233 0.00 0.00 -0.01
H 4.845284 -0.078605 2.492659 -0.19 -0.13 0.17
H 7.927222 -0.814732 -0.215444 -0.01 0.05 0.00
H 1.400422 2.003782 0.052205 0.11 -0.08 -0.09
H 0.482186 -4.837087 -3.521649 0.00 0.01 0.00
H -6.349925 -2.393729 1.785637 0.01 -0.01 0.01
H -4.015242 2.277533 -4.154159 0.02 0.00 -0.01
H -0.410611 -2.085417 2.380636 0.04 0.10 -0.02
H -1.501326 2.320938 0.006858 0.08 0.04 -0.09
H 6.194115 -5.439004 -0.087086 -0.03 0.01 0.01
H -3.066443 -4.168552 -1.454545 -0.03 -0.04 -0.02
H 3.674307 -0.544607 3.710360 -0.05 0.05 -0.01
H 4.674483 -2.876429 3.746813 -0.01 -0.02 -0.01
H 3.862629 -1.596625 0.936938 -0.18 0.01 0.08
H 8.603005 -5.004900 0.280356 -0.02 0.00 0.00
H 5.852213 -2.354087 2.531091 0.04 0.00 0.02
H -0.992038 -4.134227 3.654811 0.01 -0.04 0.00
H 9.455232 -2.686938 0.220319 0.00 0.00 -0.01
H -1.215126 -1.316527 -5.259074 0.00 -0.01 -0.01
H -0.356620 -4.164770 -1.296877 0.08 0.01 0.04
H -3.722610 0.995444 -0.070566 -0.04 0.06 -0.01
H -4.239714 -1.158706 1.343194 -0.09 -0.01 0.06
H 0.456457 -4.427331 2.678459 -0.02 -0.02 -0.01
H 4.646020 -3.545572 -0.491275 0.00 -0.03 -0.02
H 0.482833 2.437995 -1.234481 -0.04 -0.19 -0.15
H -2.539980 0.436020 -4.847270 -0.01 -0.01 0.00
H 0.074391 -3.404262 -5.481944 -0.02 0.02 -0.01
```
Positions in Å, forces in eV/Å.

---

Q: Which formula does entry 1 have?
A: C33H33F6MnN2O11S2Sb

---

Q: The highest net charge belongs to which entry?
A: C33H34AsN5O2PdS4